# 1
59
Properties=species:S:1:pos:R:3:forces:R:3:nbo_charge:R:1 method="wB97M-V/def2-TZVPD" gap_ev=9.90 charge=0 fmax_ev_per_a=0.917 smiles="CC(C)OCCCNC(=O)[C@H]1CC[C@H](CNS(=O)(=O)c2ccccc2)CC1" e_tot_ev=-43265.570 de_lowest_kcal_mol=3.26
C 1.243 3.374 0.741 0.23 -0.40 -0.06 -0.647
H 0.185 3.621 0.717 -0.12 0.05 -0.02 0.222
H 1.668 3.594 -0.236 0.03 0.09 -0.08 0.208
H 1.725 4.002 1.488 0.03 0.09 0.08 0.217
C 1.400 1.901 1.114 -0.34 0.04 0.12 0.099
C 0.588 1.588 2.373 0.25 -0.03 -0.35 -0.626
H 0.885 0.624 2.776 -0.02 -0.11 0.04 0.215
H 0.789 2.340 3.131 0.02 0.10 0.11 0.211
H -0.479 1.568 2.168 -0.11 0.02 -0.02 0.228
O 2.738 1.511 1.424 -0.15 -0.07 0.20 -0.560
C 3.791 1.953 0.594 0.25 0.17 -0.37 -0.063
C 3.866 1.298 -0.791 0.01 -0.19 0.48 -0.437
H 2.923 1.438 -1.324 -0.02 0.04 -0.11 0.204
H 4.652 1.801 -1.356 0.02 0.07 -0.03 0.217
C 4.184 -0.198 -0.718 0.04 0.18 -0.30 -0.226
N 3.071 -0.933 -0.168 0.12 0.32 0.42 -0.635
C 2.433 -1.901 -0.851 -0.30 -0.38 0.27 0.690
O 2.841 -2.328 -1.916 0.03 -0.15 -0.38 -0.647
C 1.115 -2.402 -0.262 0.11 0.29 -0.17 -0.300
C 0.913 -2.159 1.232 -0.04 -0.37 -0.05 -0.395
C -0.484 -2.590 1.675 0.00 0.45 0.00 -0.384
C -1.532 -1.814 0.878 -0.16 -0.62 -0.02 -0.237
C -1.376 -2.167 -0.600 0.08 0.41 0.05 -0.402
C 0.002 -1.728 -1.080 -0.11 -0.37 -0.09 -0.393
H 0.137 -1.976 -2.134 0.05 0.07 0.00 0.230
H 0.085 -0.642 -0.980 0.03 0.08 -0.01 0.195
H -1.486 -3.246 -0.730 -0.06 -0.12 -0.02 0.196
H -2.150 -1.676 -1.190 0.01 -0.10 -0.05 0.220
C -2.943 -2.080 1.398 0.73 0.09 0.30 -0.206
N -3.910 -1.268 0.680 -0.26 0.88 -0.02 -0.874
S -3.781 0.404 0.756 -0.28 -0.25 -0.09 2.308
O -5.125 0.905 0.777 -0.09 -0.18 -0.23 -0.936
O -2.875 0.820 1.792 0.08 -0.19 -0.23 -0.948
C -3.064 0.795 -0.835 -0.08 -0.04 0.51 -0.349
C -3.730 0.390 -1.975 -0.09 0.01 -0.17 -0.173
C -3.182 0.678 -3.214 -0.12 -0.06 0.11 -0.209
C -1.982 1.369 -3.297 0.09 0.04 0.01 -0.185
C -1.332 1.783 -2.147 -0.03 0.01 -0.04 -0.229
C -1.878 1.495 -0.906 0.04 0.03 0.17 -0.141
H -1.403 1.805 0.011 0.14 0.05 0.10 0.226
H -0.404 2.331 -2.215 0.10 0.05 0.01 0.220
H -1.556 1.589 -4.264 0.04 0.01 -0.08 0.220
H -3.688 0.364 -4.115 -0.06 -0.03 -0.06 0.222
H -4.663 -0.140 -1.875 -0.12 -0.11 -0.10 0.234
H -4.866 -1.522 0.875 -0.23 0.14 -0.01 0.412
H -2.971 -1.861 2.474 0.00 -0.13 -0.09 0.194
H -3.213 -3.129 1.245 -0.02 0.06 -0.01 0.204
H -1.344 -0.745 1.008 0.18 -0.03 0.01 0.213
H -0.617 -3.662 1.514 -0.03 -0.10 0.02 0.196
H -0.602 -2.392 2.743 -0.01 -0.06 0.07 0.209
H 1.007 -1.097 1.457 0.07 0.11 0.05 0.189
H 1.672 -2.702 1.801 0.05 0.10 0.04 0.216
H 1.073 -3.478 -0.461 0.07 0.05 -0.01 0.221
H 2.717 -0.575 0.705 -0.14 -0.14 -0.06 0.416
H 5.076 -0.355 -0.101 0.01 0.00 -0.10 0.186
H 4.369 -0.603 -1.717 0.05 0.03 0.18 0.240
H 3.762 3.044 0.479 0.01 -0.07 0.07 0.172
H 4.693 1.699 1.159 0.00 0.10 -0.10 0.188
H 1.036 1.283 0.273 0.05 0.04 0.10 0.158



# 2
54
Properties=species:S:1:pos:R:3:forces:R:3:nbo_charge:R:1 method="wB97M-V/def2-TZVPD" gap_ev=8.90 charge=0 fmax_ev_per_a=1.006 smiles="C=CCOC(=O)C1=C[C@H](c2csc3ccccc23)[C@@H](CCCO)[C@H](OCC)O1" e_tot_ev=-44307.859 de_lowest_kcal_mol=1.27
C -5.735 -0.921 1.197 -0.03 0.00 0.10 -0.386
C -5.893 -1.325 -0.048 0.30 0.07 -0.20 -0.203
C -4.873 -1.183 -1.132 -0.27 -0.27 -0.42 -0.111
H -5.257 -0.530 -1.928 0.10 -0.13 0.07 0.204
H -4.651 -2.158 -1.587 -0.05 0.21 0.06 0.212
O -3.669 -0.623 -0.621 -0.12 0.15 0.36 -0.508
C -2.579 -0.740 -1.378 0.14 -0.26 -0.47 0.759
O -2.545 -1.282 -2.455 -0.04 0.14 0.23 -0.581
C -1.406 -0.103 -0.727 0.54 0.08 -0.16 0.162
C -0.253 0.071 -1.374 -0.45 -0.01 0.16 -0.174
C 0.919 0.766 -0.766 0.08 -0.09 0.31 -0.288
C 2.063 -0.197 -0.574 -0.22 -0.31 -0.26 -0.060
C 1.948 -1.543 -0.561 0.37 0.11 -0.09 -0.347
S 3.435 -2.375 -0.275 0.04 0.26 0.01 0.398
C 4.285 -0.861 -0.164 -0.30 -0.10 -0.03 -0.198
C 5.641 -0.684 0.067 0.11 0.06 0.02 -0.212
C 6.135 0.603 0.115 0.09 -0.14 0.02 -0.217
C 5.290 1.697 -0.068 -0.04 0.16 -0.01 -0.204
C 3.944 1.521 -0.299 -0.04 0.01 0.00 -0.229
C 3.415 0.230 -0.348 0.35 -0.27 0.06 -0.012
H 3.299 2.375 -0.442 -0.07 0.13 -0.01 0.209
H 5.701 2.695 -0.030 0.02 0.08 0.00 0.213
H 7.187 0.766 0.295 0.09 0.01 0.02 0.215
H 6.286 -1.538 0.204 0.12 -0.07 0.02 0.220
H 1.057 -2.123 -0.700 -0.26 -0.05 0.00 0.240
H 1.258 1.542 -1.464 -0.06 0.01 0.02 0.235
C 0.546 1.444 0.573 -0.17 0.03 0.09 -0.238
C 0.115 2.911 0.414 -0.08 -0.16 -0.09 -0.383
C -1.172 3.182 -0.376 -0.05 0.10 0.17 -0.452
C -2.450 3.214 0.492 0.28 0.05 -0.01 -0.051
O -3.530 2.521 -0.077 -0.40 -0.27 -0.23 -0.727
H -3.353 1.572 -0.015 -0.03 0.14 0.08 0.479
H -2.234 2.820 1.494 0.02 0.08 -0.02 0.145
H -2.796 4.244 0.608 0.09 -0.07 0.09 0.179
H -1.300 2.434 -1.158 -0.05 0.07 -0.03 0.218
H -1.071 4.145 -0.878 -0.01 -0.03 -0.08 0.210
H 0.017 3.352 1.410 0.08 0.07 0.05 0.204
H 0.941 3.428 -0.081 0.07 0.01 0.09 0.207
C -0.481 0.575 1.313 0.63 0.46 0.63 0.388
O 0.167 -0.601 1.680 -0.13 0.13 -0.23 -0.543
C -0.507 -1.431 2.613 -0.17 -0.21 0.11 -0.058
C -1.593 -2.308 1.998 0.20 0.29 0.06 -0.642
H -2.421 -1.707 1.631 -0.08 -0.04 -0.01 0.222
H -1.967 -2.997 2.750 -0.04 -0.12 0.07 0.214
H -1.182 -2.880 1.169 0.02 -0.10 -0.08 0.209
H -0.931 -0.809 3.414 0.09 -0.05 -0.02 0.163
H 0.284 -2.058 3.032 -0.13 0.08 0.07 0.192
O -1.643 0.326 0.552 -0.22 -0.03 -0.33 -0.536
H -0.859 1.096 2.211 0.06 -0.14 -0.21 0.167
H 1.438 1.441 1.210 -0.12 -0.01 -0.04 0.237
H -0.161 -0.311 -2.378 -0.11 -0.09 -0.12 0.247
H -6.808 -1.798 -0.377 -0.14 -0.04 0.02 0.207
H -6.509 -1.048 1.934 -0.19 -0.05 0.09 0.202
H -4.828 -0.443 1.522 0.21 0.10 0.04 0.203



# 3
91
Properties=species:S:1:pos:R:3:forces:R:3:lowdin_charge:R:1 method="wB97M-V/def2-TZVPD" gap_ev="5.03 / 5.01" charge=+1 fmax_ev_per_a=0.950 e_tot_ev=-106650.033 de_lowest_kcal_mol=0.00
Au -2.043 -0.417 -1.818 0.09 0.51 -0.78 1.186
C -4.745 4.749 4.098 -0.02 0.00 -0.09 -0.040
C -3.719 4.003 3.289 -0.03 -0.03 0.03 -0.256
C -3.855 2.631 3.068 0.01 -0.01 -0.04 -0.026
C -2.925 1.934 2.314 -0.03 0.02 0.03 -0.077
C -1.841 2.621 1.786 0.03 -0.08 -0.10 -0.409
C -1.688 3.985 1.971 0.07 0.03 -0.04 -0.066
C -2.632 4.666 2.724 0.01 0.04 0.03 -0.020
S -0.644 1.721 0.826 0.21 -0.36 0.34 1.065
O -1.365 0.458 0.388 -0.31 0.24 0.10 -0.630
C 0.472 1.118 2.126 0.05 0.19 -0.13 -0.259
C 0.255 1.426 3.487 -0.04 -0.01 0.00 -0.038
C 1.122 0.972 4.434 0.03 0.03 0.04 0.000
C 2.252 0.202 4.078 0.01 -0.04 -0.10 -0.147
C 3.170 -0.257 5.054 0.02 0.01 0.04 -0.021
C 4.263 -0.988 4.693 -0.03 0.01 0.01 -0.059
C 4.485 -1.305 3.334 0.05 -0.04 -0.04 -0.055
C 3.615 -0.886 2.370 -0.04 0.03 0.01 -0.014
C 2.473 -0.112 2.713 -0.06 0.00 0.04 -0.107
C 1.556 0.366 1.726 -0.13 0.02 -0.02 -0.163
C 1.850 0.011 0.300 -0.23 -0.05 -0.01 -0.169
C 2.815 0.769 -0.428 0.06 0.02 -0.10 -0.114
C 3.360 1.969 0.090 0.03 0.05 0.07 -0.004
C 4.241 2.706 -0.649 0.01 0.03 0.02 -0.051
C 4.641 2.271 -1.931 0.01 -0.02 0.01 -0.055
C 4.152 1.103 -2.442 0.01 -0.02 -0.09 -0.022
C 3.221 0.328 -1.713 -0.03 0.03 0.10 -0.152
C 2.681 -0.872 -2.242 0.01 0.00 -0.03 -0.007
C 1.719 -1.554 -1.568 0.01 -0.15 0.04 -0.069
C 1.299 -1.095 -0.301 -0.09 0.26 0.00 -0.318
S -0.114 -1.891 0.452 0.33 -0.34 0.13 1.108
O -1.080 -2.137 -0.732 -0.03 0.39 -0.09 -0.655
C 0.614 -3.503 0.708 -0.21 0.07 0.00 -0.368
C 0.475 -4.533 -0.202 -0.02 -0.03 -0.06 -0.064
C 1.099 -5.745 0.061 -0.03 0.04 -0.03 -0.019
C 1.848 -5.933 1.218 0.04 -0.05 0.06 -0.256
C 2.518 -7.250 1.508 -0.08 0.08 0.00 -0.040
C 1.944 -4.883 2.133 0.00 0.03 -0.04 -0.023
C 1.324 -3.670 1.890 0.02 0.02 0.02 -0.066
H -5.203 4.103 4.846 0.01 0.01 0.00 0.082
H -5.542 5.116 3.446 0.01 0.00 0.03 0.091
H -4.308 5.611 4.601 0.01 -0.02 -0.01 0.083
H -4.700 2.102 3.495 0.04 0.03 0.01 0.120
H -3.021 0.869 2.137 0.00 0.02 0.02 0.114
H -0.846 4.510 1.534 -0.03 -0.01 -0.03 0.096
H -2.524 5.735 2.870 0.01 -0.03 0.02 0.123
H -0.594 2.024 3.783 -0.03 0.01 -0.02 0.108
H 0.958 1.211 5.479 0.00 -0.01 -0.03 0.124
H 2.991 -0.007 6.094 0.00 -0.02 -0.03 0.119
H 4.965 -1.328 5.444 -0.01 0.01 -0.01 0.111
H 5.358 -1.882 3.056 -0.04 0.01 0.01 0.112
H 3.793 -1.144 1.334 0.02 0.00 0.00 0.122
H 3.065 2.302 1.078 0.01 0.01 -0.05 0.124
H 4.640 3.630 -0.251 -0.02 -0.03 -0.01 0.113
H 5.341 2.864 -2.505 -0.01 -0.01 0.02 0.112
H 4.463 0.757 -3.421 -0.02 0.03 0.03 0.119
H 3.027 -1.222 -3.208 -0.02 0.02 0.01 0.124
H 1.261 -2.442 -1.987 0.02 0.05 -0.01 0.114
H -0.121 -4.393 -1.096 0.04 0.01 0.02 0.078
H 0.996 -6.556 -0.650 0.02 0.00 0.03 0.119
H 2.555 -7.879 0.620 0.01 0.00 0.02 0.079
H 1.973 -7.788 2.285 0.01 -0.02 -0.02 0.090
H 3.535 -7.096 1.870 0.01 -0.02 -0.02 0.084
H 2.507 -5.020 3.048 -0.01 0.01 -0.02 0.122
H 1.397 -2.858 2.607 0.01 -0.05 -0.02 0.110
N -0.336 0.498 -2.295 0.33 -0.53 0.72 0.097
C -0.127 1.635 -2.540 -0.31 0.31 -0.02 -0.137
C 0.220 2.922 -2.806 -0.05 -0.39 -0.04 -0.209
C 0.591 3.267 -4.139 -0.08 0.06 -0.06 -0.198
N 0.907 3.508 -5.219 -0.07 -0.03 0.09 0.177
C 0.262 3.868 -1.741 0.22 0.02 0.04 -0.198
N 0.294 4.616 -0.867 -0.05 -0.06 -0.09 0.188
I -2.450 -3.494 -3.347 -0.08 -0.12 -0.21 1.039
C -2.336 -1.935 -4.728 0.15 0.15 0.01 -0.751
C -2.423 -2.190 -6.088 -0.01 0.00 0.02 -0.110
C -2.270 -1.124 -6.960 -0.04 -0.05 -0.01 -0.034
C -2.066 0.152 -6.455 0.01 0.07 -0.04 -0.026
C -2.028 0.319 -5.086 -0.02 -0.16 0.10 -0.114
N -2.138 -0.714 -4.243 -0.17 -0.09 -0.09 -0.047
H -2.602 -3.194 -6.443 0.03 0.01 -0.02 0.101
H -2.317 -1.290 -8.028 0.00 0.00 0.02 0.121
H -1.941 1.003 -7.109 -0.03 -0.01 0.03 0.119
H -1.916 1.296 -4.633 0.02 -0.01 -0.03 0.103
C -5.521 1.238 -0.913 0.09 -0.21 0.05 -0.105
S -4.616 0.469 -2.214 -0.18 0.43 -0.19 0.479
O -4.111 -0.866 -1.690 0.53 -0.17 0.27 -0.429
O -5.421 0.376 -3.381 -0.10 -0.13 0.10 -0.237
O -3.365 1.277 -2.387 0.09 -0.06 0.10 -0.379
H -6.532 0.836 -0.921 0.05 0.01 0.02 0.084
H -5.523 2.308 -1.118 -0.04 -0.05 -0.01 0.085
H -5.013 1.020 0.026 -0.03 0.10 -0.04 0.065



# 4
15
Properties=species:S:1:pos:R:3:forces:R:3:nbo_charge:R:1 method="wB97M-V/def2-TZVPD" gap_ev=9.85 charge=0 fmax_ev_per_a=0.444 smiles="NC(=O)CN1CC1" e_tot_ev=-9304.561 de_lowest_kcal_mol=42.24
N 1.911 -0.491 -1.135 0.04 -0.02 0.08 -0.821
C 1.098 -0.666 -0.054 -0.06 -0.24 0.09 0.650
O 0.727 -1.778 0.288 0.18 0.38 -0.13 -0.620
C 0.658 0.607 0.673 0.12 0.07 0.11 -0.315
N -0.768 0.902 0.671 0.15 0.09 0.00 -0.393
C -1.710 -0.197 0.787 -0.11 -0.23 0.19 -0.270
C -1.542 0.526 -0.498 -0.11 0.03 -0.25 -0.269
H 2.291 -1.332 -1.544 0.02 0.13 -0.01 0.403
H 2.376 0.385 -1.311 -0.13 -0.12 0.02 0.395
H 0.966 0.503 1.718 0.02 -0.04 -0.10 0.225
H 1.173 1.486 0.265 -0.05 -0.15 0.00 0.193
H -1.298 -1.199 0.840 -0.13 0.10 -0.01 0.231
H -2.566 0.003 1.424 0.06 0.03 -0.12 0.197
H -1.037 -0.003 -1.305 -0.07 0.04 0.12 0.191
H -2.280 1.254 -0.818 0.08 -0.07 0.02 0.202